Entry from the Open Molecules 2025 dataset: a single C4H2O molecule (ωB97M-V/def2-TZVPD).

Its HOMO energy (spin up / spin down) is -7.99 / -7.92 eV. The energy relative to the best compared isomer or geometry (same formula, charge and spin) is 148.2 kcal/mol. For the molar mass, the calculation gives 66.1 g mol⁻¹.

Cartesian coordinates (Å):
1 C 1.467 1.696 0.008
2 C 3.038 -0.158 -0.001
3 C 0.403 0.889 -0.017
4 C 0.697 -0.499 -0.023
5 O 1.997 -0.734 0.004
6 H -0.623 1.215 -0.027
7 H 0.027 -1.331 0.030



Entry from the Open Molecules 2025 dataset: a single C4H2O2 molecule (ωB97M-V/def2-TZVPD).

Its HOMO energy is -8.61 eV. The energy relative to the best compared isomer or geometry (same formula, charge and spin) is 32.9 kcal/mol. For the molar mass, the calculation gives 82.1 g mol⁻¹.

Cartesian coordinates (Å):
1 O 1.550 1.441 1.420
2 C 1.450 0.507 0.628
3 C 0.401 -0.415 0.536
4 C -0.790 -0.731 -0.053
5 C -1.470 0.038 -0.965
6 O -2.097 0.612 -1.729
7 H 2.314 0.188 -0.009
8 H -1.357 -1.639 0.172



Entry from the Open Molecules 2025 dataset: a single C4H2O2 molecule (ωB97M-V/def2-TZVPD).

Its HOMO energy is -9.56 eV. The energy relative to the best compared isomer or geometry (same formula, charge and spin) is 6.1 kcal/mol. For the molar mass, the calculation gives 82.1 g mol⁻¹. The structure (SMILES) is O=C=C=CC=O.

Cartesian coordinates (Å):
1 O -0.602 -2.090 0.433
2 C -0.444 -1.122 -0.265
3 C -0.192 1.680 0.536
4 O -0.875 2.501 0.996
5 C 0.786 0.920 0.080
6 C 0.841 -0.348 -0.321
7 H -1.275 -0.686 -0.852
8 H 1.759 -0.856 -0.607



Entry from the Open Molecules 2025 dataset: a molecular structure, C4H2O2Pb (ωB97M-V/def2-TZVPD).

Its HOMO energy is -17.22 eV. As for the net charge: +2. The energy relative to the best compared isomer or geometry (same formula, charge and spin) is 34.4 kcal/mol. For the molar mass, the calculation gives 289.3 g mol⁻¹.

Cartesian coordinates (Å):
1 H 3.011 -0.709 0.135
2 O 2.358 -1.225 2.043
3 C 2.285 -0.605 1.021
4 C 1.058 -0.437 0.256
5 C 0.031 0.082 -0.158
6 C -1.184 0.716 -0.507
7 O -2.144 0.087 -0.965
8 Pb -4.145 0.305 -1.563
9 H -1.271 1.787 -0.261



Entry from the Open Molecules 2025 dataset: a single C4H2S2 molecule (ωB97M-V/def2-TZVPD).

Its HOMO energy is -9.23 eV. The energy relative to the best compared isomer or geometry (same formula, charge and spin) is 19.9 kcal/mol. For the molar mass, the calculation gives 114.2 g mol⁻¹. The structure (SMILES) is C#CC(=S)C=S.

Cartesian coordinates (Å):
1 C 0.768 -0.863 0.101
2 C -0.466 -0.120 -0.014
3 C -0.478 1.324 -0.014
4 C -0.660 2.519 0.036
5 H 0.673 -1.928 0.250
6 H -0.678 3.580 0.026
7 S 2.196 -0.219 -0.035
8 S -1.883 -0.957 -0.023



Entry from the Open Molecules 2025 dataset: 16 unconnected molecules or ions with the total composition C4H30BO23 (ωB97M-V/def2-TZVPD).

Its HOMO energy is -8.02 eV. As for the net charge: -1. The energy relative to the best compared isomer or geometry (same formula, charge and spin) is 13.7 kcal/mol. For the molar mass, the calculation gives 457.1 g mol⁻¹.

Cartesian coordinates (Å):
1 O -2.754 -1.756 -1.770
2 C -1.799 -1.129 -1.407
3 O -1.178 -1.254 -0.248
4 B -0.133 -0.231 -0.147
5 O -0.282 0.598 -1.360
6 C -1.241 0.127 -2.114
7 O -1.674 0.647 -3.106
8 O 1.194 -0.826 0.008
9 C 1.812 -0.268 1.054
10 O 2.931 -0.504 1.384
11 C 0.813 0.724 1.696
12 O -0.311 0.643 1.038
13 O 1.067 1.446 2.627
14 O -3.446 2.692 -1.779
15 H -3.676 3.565 -2.109
16 H -3.367 2.132 -2.563
17 O -1.574 1.019 -6.082
18 H -2.293 0.387 -6.194
19 H -1.983 1.762 -5.629
20 O 3.954 1.859 4.911
21 H 3.659 1.993 5.814
22 H 3.369 2.407 4.365
23 O -4.523 0.552 -0.314
24 H -4.774 -0.048 -1.023
25 H -4.256 1.375 -0.757
26 O -0.606 -2.850 2.158
27 H -1.546 -3.001 2.022
28 H -0.562 -2.049 2.697
29 O 1.929 3.859 4.273
30 H 1.456 3.577 3.476
31 H 1.232 4.082 4.897
32 O 0.103 -1.353 -5.685
33 H -0.222 -0.471 -5.455
34 H 0.370 -1.275 -6.605
35 O 0.279 2.729 -3.980
36 H -0.189 2.101 -3.407
37 H -0.194 2.694 -4.814
38 O 2.295 -3.643 0.190
39 H 2.656 -3.433 -0.676
40 H 1.787 -2.857 0.424
41 O 5.222 -0.433 3.565
42 H 4.474 -0.510 2.962
43 H 5.028 0.341 4.113
44 O -1.373 -4.464 -0.677
45 H -0.903 -4.412 0.164
46 H -1.889 -3.651 -0.711
47 O 2.788 -2.531 3.851
48 H 2.827 -2.536 2.887
49 H 3.675 -2.780 4.129
50 O -3.525 -1.329 -4.620
51 H -2.920 -1.786 -5.213
52 H -3.181 -1.537 -3.734
53 O 0.757 4.054 1.566
54 H -0.019 4.333 1.070
55 H 0.782 3.093 1.457
56 O -0.265 -0.804 4.212
57 H 0.482 -1.190 4.688
58 H -0.282 0.119 4.482



Entry from the Open Molecules 2025 dataset: 10 unconnected molecules or ions with the total composition C4H30N2O10 (ωB97M-V/def2-TZVPD).

Its HOMO energy is -9.20 eV. The energy relative to the best compared isomer or geometry (same formula, charge and spin) is 42.0 kcal/mol. For the molar mass, the calculation gives 266.3 g mol⁻¹. The structure (SMILES) is NCC[C@@H](N)CO.O.O.O.O.O.O.O.O.O.

Cartesian coordinates (Å):
1 C -1.136 -1.059 -1.049
2 O -0.230 -2.147 -0.830
3 C -0.444 0.258 -0.749
4 C -0.388 1.302 -1.879
5 C 0.037 2.704 -1.474
6 N 1.454 2.713 -0.985
7 N -0.890 0.848 0.515
8 H -2.067 -1.299 -0.515
9 H -1.475 -1.206 -2.084
10 H 0.058 -2.681 -1.589
11 H 0.595 -0.088 -0.592
12 H -1.386 1.336 -2.338
13 H 0.254 0.937 -2.687
14 H -0.701 3.187 -0.843
15 H 0.054 3.325 -2.369
16 H 1.824 1.786 -1.171
17 H 1.969 3.293 -1.630
18 H -1.579 0.282 0.993
19 H -0.121 0.976 1.161
20 H 1.764 1.085 2.521
21 H 1.460 -0.552 2.557
22 O 1.177 0.351 2.740
23 H 3.611 2.485 1.935
24 H 2.463 2.818 0.834
25 O 2.763 2.245 1.560
26 H 2.862 0.391 0.384
27 H 1.960 -0.374 -0.585
28 O 2.898 -0.155 -0.420
29 H -2.995 3.756 1.693
30 H -2.042 3.013 0.805
31 O -2.988 3.209 0.902
32 H 3.358 -2.163 -1.084
33 H 2.445 -2.561 0.055
34 O 2.739 -2.853 -0.822
35 H -3.460 1.303 2.532
36 H -3.825 1.272 1.015
37 O -3.938 0.829 1.857
38 H 1.042 -3.440 1.748
39 H 0.263 -2.329 1.033
40 O 1.043 -2.495 1.598
41 H 1.856 -3.133 -2.919
42 H 1.405 -4.301 -2.128
43 O 1.094 -3.713 -2.822
44 H -3.906 -1.080 1.633
45 H -4.345 -0.970 0.116
46 O -3.841 -1.477 0.752



Entry from the Open Molecules 2025 dataset: 11 unconnected molecules or ions with the total composition C4H30NO10 (ωB97M-V/def2-TZVPD).

Its HOMO energy is -12.58 eV. As for the net charge: +1. The energy relative to the best compared isomer or geometry (same formula, charge and spin) is 56.7 kcal/mol. For the molar mass, the calculation gives 252.3 g mol⁻¹.

Cartesian coordinates (Å):
1 C -0.969 -0.141 -0.156
2 C -2.144 0.774 0.067
3 C -2.101 1.464 1.400
4 C -2.347 2.760 1.532
5 N -1.208 -1.260 -1.127
6 H -0.071 0.316 -0.542
7 H -0.843 -0.608 0.818
8 H -2.175 1.547 -0.705
9 H -3.117 0.293 -0.056
10 H -1.904 0.825 2.257
11 H -2.360 3.351 2.430
12 H -2.640 3.272 0.619
13 H -0.382 -1.801 -1.398
14 H -1.878 -1.917 -0.718
15 H -1.582 -0.933 -2.038
16 H 4.223 1.905 2.143
17 H 4.851 1.764 0.898
18 O 4.233 1.239 1.434
19 H 1.699 -2.160 2.350
20 H 0.955 -0.776 2.507
21 O 1.012 -1.686 2.812
22 H 1.507 2.716 0.034
23 H 0.843 3.869 -0.815
24 O 1.586 3.620 -0.263
25 H 0.570 -3.629 1.227
26 H 0.720 -3.627 -0.316
27 O 0.104 -3.472 0.402
28 H -3.758 -1.596 2.057
29 H -2.365 -2.001 2.076
30 O -3.014 -1.659 1.442
31 H 1.753 -1.282 -1.163
32 H 2.374 -2.654 -1.545
33 O 1.612 -2.067 -1.707
34 H 4.308 -2.719 0.340
35 H 3.277 -3.903 0.100
36 O 3.520 -3.005 -0.131
37 H -1.908 4.021 -2.996
38 H -2.607 3.092 -2.016
39 O -2.765 3.732 -2.713
40 H 2.680 0.704 0.511
41 H 2.288 -0.702 0.774
42 O 1.886 0.131 0.497
43 H -0.534 0.498 -3.402
44 H -1.902 1.040 -3.837
45 O -1.430 0.664 -3.084



Entry from the Open Molecules 2025 dataset: a molecular structure, C4H30NO13 (ωB97M-V/def2-TZVPD).

Its HOMO energy is -7.10 eV. As for the net charge: -1. The energy relative to the best compared isomer or geometry (same formula, charge and spin) is 95.1 kcal/mol. For the molar mass, the calculation gives 300.3 g mol⁻¹.

Cartesian coordinates (Å):
1 O -1.295 0.359 2.276
2 C -0.493 1.095 1.624
3 N -0.825 1.307 0.343
4 C 0.152 1.659 -0.703
5 O 0.202 0.553 -1.603
6 C 0.745 1.598 2.281
7 C 0.754 2.754 3.247
8 H -1.573 0.808 -0.045
9 H 1.171 1.969 -0.387
10 H -0.385 2.455 -1.318
11 H 1.033 0.754 2.933
12 H 1.662 1.748 1.612
13 H 0.106 3.494 2.752
14 H 1.712 3.082 3.394
15 H 0.354 2.308 4.085
16 H 3.715 1.257 -1.410
17 H 3.268 0.125 -0.367
18 O 4.024 0.781 -0.615
19 H -1.626 0.931 -3.030
20 H -2.757 0.411 -2.362
21 O -2.458 1.147 -2.842
22 H 0.380 -2.632 3.703
23 H 0.803 -3.340 2.533
24 O 0.169 -3.374 3.303
25 H -1.835 -1.451 -0.064
26 H -2.838 -1.439 1.134
27 O -2.817 -1.585 0.116
28 H 3.703 -1.623 -1.601
29 H 3.063 -2.221 -0.204
30 O 3.993 -2.304 -0.800
31 H -2.479 -3.989 -0.438
32 H -2.727 -2.987 -1.381
33 O -2.860 -3.921 -1.284
34 H 0.737 2.621 -3.775
35 H -0.798 2.392 -3.785
36 O -0.053 2.935 -3.947
37 H -3.408 0.663 2.948
38 H -4.111 0.014 1.798
39 O -4.217 0.299 2.681
40 H 1.995 -2.373 1.304
41 H 1.078 -1.449 0.368
42 O 1.978 -1.566 0.854
43 H -0.126 -0.436 -1.045
44 H -0.132 -2.222 -0.922
45 O -0.295 -1.525 -0.363
46 H 0.788 0.765 -3.018
47 H 1.477 -0.314 -4.009
48 O 1.046 0.469 -3.968



Entry from the Open Molecules 2025 dataset: 10 unconnected molecules or ions with the total composition C4H31N2O12 (ωB97M-V/def2-TZVPD).

Its HOMO energy is -12.10 eV. As for the net charge: +1. The energy relative to the best compared isomer or geometry (same formula, charge and spin) is 129.3 kcal/mol. For the molar mass, the calculation gives 299.3 g mol⁻¹.

Cartesian coordinates (Å):
1 N -2.139 -1.033 0.882
2 C -2.573 -1.451 -0.511
3 C -1.497 -1.768 -1.568
4 N -0.114 -1.201 -1.511
5 C 0.234 -0.567 -2.725
6 C 0.585 0.941 -2.423
7 O -0.647 1.714 -2.730
8 O 1.001 1.105 -1.108
9 H -1.288 -1.572 1.127
10 H -1.789 -0.077 0.922
11 H -2.860 -0.981 1.640
12 H -3.239 -0.712 -0.817
13 H -3.213 -2.306 -0.393
14 H -1.708 -1.572 -2.697
15 H -1.427 -2.914 -1.374
16 H 0.084 -0.646 -0.686
17 H 1.218 -0.939 -3.093
18 H -0.379 -0.762 -3.562
19 H -0.671 2.666 -2.393
20 H 1.743 1.818 -1.136
21 H 0.569 3.115 0.183
22 O -0.120 3.396 -0.505
23 H 2.189 -0.879 0.422
24 H 2.910 0.558 0.445
25 O 2.442 -0.096 1.052
26 H -1.647 -0.671 4.567
27 H -3.043 -0.775 3.891
28 O -2.187 -0.451 3.902
29 H 1.143 -2.238 3.309
30 H 0.497 -1.764 4.412
31 O 0.237 -2.085 3.644
32 H 0.524 -4.202 -0.172
33 H 1.022 -3.078 -1.140
34 O 1.368 -3.859 -0.612
35 H 2.334 1.823 2.639
36 H -0.370 4.386 -0.612
37 O 1.805 2.280 2.005
38 H 1.296 1.542 1.673
39 H 3.912 2.304 -0.533
40 O 3.368 1.627 -0.786
41 H -1.442 1.599 -0.237
42 H -2.858 2.118 -0.500
43 O -2.340 1.521 0.076
44 H 0.851 -0.104 1.566
45 H -0.101 -0.316 2.722
46 O -0.088 -0.109 1.852
47 H 1.247 1.688 -4.157
48 H 3.624 1.397 -1.694
49 O 1.534 1.533 -3.256



Entry from the Open Molecules 2025 dataset: 10 unconnected molecules or ions with the total composition C4H31N2O9S (ωB97M-V/def2-TZVPD).

Its HOMO energy (spin up / spin down) is -2.33 / -9.43 eV. The energy relative to the best compared isomer or geometry (same formula, charge and spin) is 50.4 kcal/mol. For the molar mass, the calculation gives 283.4 g mol⁻¹. The spin multiplicity is 2.

Cartesian coordinates (Å):
1 N -1.149 -0.105 -0.834
2 C 0.049 0.858 -0.467
3 C -0.386 2.275 -0.081
4 S 0.800 3.385 -1.029
5 C 0.781 0.303 0.762
6 N 1.819 -0.670 0.248
7 C 2.097 -1.640 1.289
8 H -0.949 -1.035 -1.312
9 H -1.754 0.417 -1.420
10 H -1.705 -0.206 0.062
11 H 0.839 0.803 -1.360
12 H -1.384 2.459 -0.459
13 H -0.272 2.395 1.072
14 H 0.090 3.684 -2.069
15 H 1.246 1.014 1.423
16 H 0.102 -0.287 1.353
17 H 2.632 -0.151 -0.026
18 H 2.782 -2.425 0.771
19 H 1.310 -2.222 1.863
20 H 2.758 -1.174 1.983
21 H 1.924 1.412 3.106
22 H 1.394 2.545 3.839
23 O 1.195 1.577 3.755
24 H -1.454 -0.224 3.615
25 H -0.326 0.663 3.483
26 O -1.294 0.656 3.209
27 H -0.260 -4.682 1.207
28 H -0.113 -3.186 1.415
29 O 0.254 -3.972 0.899
30 H -2.457 0.393 1.957
31 H -3.838 0.456 1.329
32 O -3.062 -0.106 1.373
33 H 3.763 2.181 0.071
34 H 4.994 1.381 0.744
35 O 4.052 1.405 0.661
36 H 1.112 -1.877 -1.321
37 H 1.169 -3.071 -2.442
38 O 0.666 -2.351 -2.132
39 H -3.587 -0.371 -3.458
40 H -2.480 -0.621 -4.487
41 O -2.645 -0.145 -3.546
42 H 1.244 -0.889 -3.260
43 H 1.503 -0.138 -4.632
44 O 1.169 -0.022 -3.679
45 H -4.360 0.053 -0.574
46 H -4.379 1.078 -1.533
47 O -3.890 0.179 -1.371



Entry from the Open Molecules 2025 dataset: 11 unconnected molecules or ions with the total composition C4H31N3O10 (ωB97M-V/def2-TZVPD).

Its HOMO energy is -8.21 eV. The energy relative to the best compared isomer or geometry (same formula, charge and spin) is 0.0 kcal/mol. For the molar mass, the calculation gives 281.3 g mol⁻¹. The structure (SMILES) is N/C=C(\N)CCN.O.O.O.O.O.O.O.O.O.O.

Cartesian coordinates (Å):
1 C 2.231 0.883 1.029
2 C 2.323 2.310 0.552
3 C 0.983 2.895 0.172
4 C -0.082 2.693 0.935
5 N -1.413 3.076 0.607
6 N 0.869 3.397 -1.158
7 N 1.379 0.093 0.131
8 H 1.864 0.801 2.056
9 H 3.224 0.422 1.059
10 H 2.741 2.905 1.371
11 H 3.096 2.589 -0.162
12 H -0.004 2.239 1.911
13 H -1.931 2.235 0.326
14 H -1.520 3.724 -0.157
15 H 0.311 4.231 -1.290
16 H 1.812 3.584 -1.506
17 H 0.595 0.687 -0.097
18 H 0.916 -0.642 0.666
19 H -0.188 -3.478 0.902
20 H -0.702 -2.651 1.988
21 O -0.880 -3.530 1.565
22 H 0.309 -3.529 -1.202
23 H 1.617 -3.361 -0.516
24 O 0.820 -3.929 -0.471
25 H -0.399 -1.544 -1.848
26 H -1.721 -2.016 -2.364
27 O -0.859 -2.367 -2.076
28 H -1.007 1.206 -3.337
29 H -0.687 2.143 -2.148
30 O -1.383 1.575 -2.525
31 H -1.951 0.738 1.833
32 H -1.487 2.044 2.441
33 O -1.714 1.133 2.706
34 H 1.524 0.072 -3.257
35 H 0.889 -1.217 -3.242
36 O 0.636 -0.296 -3.141
37 H 3.459 -2.422 -0.708
38 H 2.497 -1.280 -0.860
39 O 2.767 -2.083 -1.285
40 H -2.375 -2.633 1.257
41 H -3.691 -2.442 0.474
42 O -2.921 -1.947 0.792
43 H -0.568 -0.355 3.148
44 H 0.128 -1.704 3.638
45 O -0.134 -1.183 2.880
46 H -1.572 0.496 -1.040
47 H -2.041 -0.497 0.112
48 O -1.558 0.333 -0.069



Number 1: electronic energy -228.52324 Ha. Number 2: electronic energy -303.95731 Ha. Number 3: electronic energy -304.00006 Ha. Number 4: electronic energy -496.08979 Ha. Number 5: electronic energy -949.87236 Ha. Number 6: electronic energy -1926.18016 Ha. Number 7: electronic energy -1032.29210 Ha. Number 8: electronic energy -977.30430 Ha. Number 9: electronic energy -1203.26347 Ha. Number 10: electronic energy -1183.06913 Ha. Number 11: electronic energy -1355.63729 Ha. Number 12: electronic energy -1087.67514 Ha.